Computed, not measured: a gas-phase ion, C6H2BrO2S (charge -1) at a distorted geometry, with wB97M-V/def2-TZVPD.

Bonds (Å) are listed after each position.
Cartesian coordinates (Å):
1 C 2.09 0.89 0.16  C2 1.288, C3 1.314
2 C 1.24 1.76 -0.28  C1 1.288, C5 1.295
3 C 1.99 -0.40 0.40  C1 1.314, C4 1.411, H11 1.127
4 C 0.66 -0.83 0.17  C3 1.411, C6 1.346, H12 1.075
5 C -0.01 1.45 -0.41  C2 1.295, C6 1.511, Br10 1.919
6 C -0.34 0.00 -0.15  C4 1.346, C5 1.511, S9 2.068
7 O -2.46 -1.07 1.12  S9 1.459
8 O -2.56 -1.19 -1.37  S9 1.451
9 S -2.37 -0.39 -0.17  C6 2.068, O7 1.459, O8 1.451
10 Br -1.55 2.57 -0.64  C5 1.919
11 H 2.91 -1.04 0.49  C3 1.127
12 H 0.41 -1.75 0.66  C4 1.075

Results
LUMO energy (alpha / beta) ... 2.77 / 2.77 eV
Total energy ... -91223.3853 eV
Total charge ... -1
Max |F| ... 5.420 eV Å⁻¹
HOMO (alpha / beta) ... -3.56 / -3.56 eV
Relative energy (zero: lowest compared OMol25 entry of this formula, charge and spin) ... 0.000 eV